104
Properties=species:S:1:pos:R:3:mulliken_charge:R:1 method="wB97M-V/def2-TZVPD" homo_lumo_gap_ev=8.75 e_lumo_ev=-0.18
C -4.8156 -2.6053 5.6596 -1.1817
C -4.7831 -1.1173 5.4209 -0.7823
C -3.4042 -0.5024 5.3025 0.4528
C -3.4933 0.9777 4.9307 -1.6073
B -2.4467 -1.2136 4.2888 0.1553
O -1.5831 -0.4870 3.4999 0.2622
B -0.2946 -0.8598 3.7319 0.3438
C 0.6821 0.2415 4.1889 -0.5407
O 2.0445 0.0032 3.9473 -0.3018
C 2.7784 1.2284 3.9699 -0.6141
O -0.0476 -2.1960 3.6169 -0.4826
B -1.1520 -2.9759 3.5693 0.2714
P -1.0078 -4.7364 2.7342 -0.1179
O -0.6073 -4.3827 1.1818 -0.2865
O -2.5838 -5.1659 2.6527 -0.4860
O -2.3186 -2.5724 4.1519 -0.1599
H -4.7057 -3.1470 4.7373 0.1619
H -5.7610 -2.9040 6.0711 0.4371
H -4.0134 -2.9179 6.3048 0.2939
H -5.3681 -0.8456 4.5582 0.3732
H -5.2682 -0.6363 6.2571 0.4599
H -2.8992 -0.5051 6.2632 0.2598
H -2.5531 1.4524 5.1455 0.3746
H -3.6315 1.0663 3.8655 0.3547
H -4.3148 1.4708 5.4234 0.4149
H 0.3532 1.1714 3.7296 0.3477
H 0.5096 0.3734 5.2627 0.2713
H 2.6520 1.6820 3.0027 0.1898
H 3.8079 1.0186 4.1869 0.2477
H 2.3961 1.8749 4.7459 0.3302
H -1.2241 -3.7549 0.7569 0.2553
H -3.1414 -4.4065 2.3948 0.3051
C 1.1369 3.2002 0.4142 0.5730
O 1.9820 2.7582 1.1782 -0.7482
N 1.1087 4.4730 -0.0508 -0.1647
N 0.1207 2.3924 -0.0530 -0.2632
H 0.4050 4.8385 -0.6660 0.2056
H 1.8084 5.1049 0.2932 0.1429
H 0.0868 1.4446 0.2765 0.0342
H -0.5814 2.7000 -0.7025 0.1412
C 2.8234 -7.3832 0.2605 0.6193
O 3.5041 -8.3893 0.1956 -0.6649
N 1.4628 -7.4021 0.1063 -0.3245
N 3.3627 -6.1443 0.4943 -0.3276
H 0.8908 -6.5789 0.1612 0.1626
H 1.0322 -8.2906 -0.0640 0.1836
H 4.3563 -6.0922 0.6122 0.1980
H 2.8149 -5.3065 0.5489 0.1628
C 0.6010 8.1873 -0.0584 0.6519
O 0.4677 7.0929 -0.5915 -0.6407
N -0.0676 8.5012 1.0815 -0.4033
N 1.4210 9.1490 -0.5776 -0.3830
H 0.0164 9.3878 1.5409 0.1552
H -0.6902 7.8028 1.4621 0.1957
H 1.9229 8.9283 -1.4186 0.2201
H 1.5448 10.0502 -0.1577 0.1644
C -1.9105 5.2370 4.6248 0.5799
O -1.2495 6.2546 4.7407 -0.6577
N -1.4635 4.1428 3.9403 -0.2171
N -3.1545 5.1099 5.1859 -0.3227
H -1.9913 3.2946 3.8490 0.1935
H -0.5512 4.1937 3.5205 0.0861
H -3.5108 5.8949 5.6973 0.2042
H -3.7122 4.2811 5.1049 0.1682
C -0.3483 -1.0017 -2.0164 0.5840
O -1.3255 -0.2716 -1.8713 -0.7271
N 0.9168 -0.5457 -1.7263 -0.2420
N -0.4136 -2.2743 -2.4586 -0.1506
H 1.7496 -1.0968 -1.8283 0.1532
H 0.9838 0.4034 -1.4071 0.2120
H -1.3236 -2.6216 -2.7046 0.1291
H 0.4113 -2.8552 -2.5516 0.2187
C 3.4237 5.6539 -3.5087 0.5821
O 3.6780 6.8170 -3.7627 -0.6475
N 4.1789 4.6191 -4.0078 -0.3741
N 2.3816 5.2870 -2.7065 -0.2226
H 3.9979 3.6556 -3.8019 0.1600
H 4.9574 4.8605 -4.5905 0.2186
H 1.8183 6.0225 -2.3115 0.1679
H 2.1607 4.3368 -2.4790 0.1212
C -4.3442 -4.1625 -2.3407 0.6149
O -4.4147 -3.6280 -3.4266 -0.6294
N -4.7616 -5.4502 -2.1216 -0.3667
N -3.8310 -3.5161 -1.2396 -0.2997
H -4.7046 -5.9087 -1.2323 0.1570
H -5.1365 -5.9479 -2.9068 0.2155
H -3.5164 -2.5692 -1.3651 0.1719
H -3.7638 -3.9438 -0.3364 0.1521
C 2.3662 -3.2139 -4.7164 0.4592
O 1.8451 -3.5159 -3.6438 -0.7729
N 2.4623 -1.9212 -5.1375 -0.2282
N 2.8695 -4.1328 -5.5694 -0.3317
H 2.8577 -1.6985 -6.0358 0.2152
H 2.0743 -1.2057 -4.5522 0.1527
H 2.8031 -5.0948 -5.2932 0.1869
H 3.2989 -3.8806 -6.4419 0.2560
C 3.5415 -2.0558 -9.0961 0.6126
O 3.3759 -2.5978 -8.0103 -0.6303
N 3.6651 -0.7045 -9.2249 -0.3582
N 3.6081 -2.7761 -10.2488 -0.4304
H 3.7954 -0.2468 -10.1070 0.1769
H 3.6170 -0.1468 -8.3933 0.1892
H 3.5142 -3.7720 -10.1774 0.2127
H 3.7390 -2.3612 -11.1517 0.1652


100
Properties=species:S:1:pos:R:3:mulliken_charge:R:1 method="wB97M-V/def2-TZVPD" charge=-1 homo_lumo_gap_ev=8.73 e_lumo_ev=1.80
As -0.3849 -0.0945 -0.9954 2.0401
F -0.8709 -1.1571 -2.2806 -0.4092
F -2.0522 0.2215 -0.5878 -0.6884
F 0.0555 0.9216 0.3309 -0.3585
F 1.2854 -0.2439 -1.4263 -0.4560
F -0.4531 1.1979 -2.1902 -0.2469
F -0.2352 -1.4576 0.0264 -0.2756
C -2.6182 0.8721 -5.6200 0.5363
O -1.5923 0.3258 -6.0134 -0.7242
N -3.5650 1.3636 -6.4796 -0.4380
N -2.8058 1.1386 -4.2956 -0.1874
H -3.4254 1.1736 -7.4530 0.2519
H -4.4447 1.6340 -6.0833 0.1766
H -2.0282 0.8653 -3.7175 -0.1213
H -3.5022 1.7416 -3.8954 0.2502
C 4.0564 -1.3434 -5.3089 0.5237
O 5.0109 -1.9165 -5.8075 -0.6932
N 2.8177 -1.2428 -5.8959 -0.2054
N 4.1243 -0.6451 -4.1250 -0.2397
H 2.1898 -0.5735 -5.4606 0.2978
H 2.5881 -1.7067 -6.7510 0.2021
H 3.3837 -0.0344 -3.8260 0.1402
H 5.0511 -0.5159 -3.7669 0.1878
C -0.8950 -3.7874 -4.5623 0.4558
O -0.9424 -4.8865 -5.1063 -0.7109
N 0.2027 -2.9694 -4.6153 -0.1683
N -1.9137 -3.2939 -3.7835 -0.2866
H 0.2293 -2.1719 -4.0017 0.1185
H 1.0144 -3.3080 -5.0926 0.1657
H -2.7653 -3.8048 -3.6606 0.1897
H -1.9012 -2.3351 -3.4809 0.2591
C 3.2653 -3.2189 6.1566 -1.4939
C 2.2619 -3.6110 5.0773 0.6966
C 2.4989 -2.7825 3.8147 -0.6793
O 2.0867 -1.4564 3.9953 -0.4081
C 1.6915 -0.8393 2.7724 -0.2863
N 2.4100 -5.0550 4.8088 -0.7422
H 4.2071 -2.9072 5.7006 0.3145
H 3.4531 -4.0522 6.8302 0.4622
H 2.9187 -2.3430 6.7077 0.3036
H 1.2114 -3.5033 5.3536 0.2082
H 2.0311 -3.2667 2.9426 0.3436
H 3.5730 -2.8384 3.5516 0.2364
H 0.9088 -1.4158 2.2672 -0.1469
H 2.5779 -0.7316 2.1462 0.3937
H 1.1728 0.0836 3.0298 0.2787
H 1.7247 -5.3660 4.1305 0.2531
H 3.3299 -5.2452 4.4224 0.2347
C -2.0326 -3.1398 1.9879 -0.7696
C -2.5630 -3.0274 3.4213 0.7766
C -3.0784 -1.6462 3.7415 -0.1606
O -3.3592 -1.6238 5.1271 -0.3948
C -3.8650 -0.3754 5.5112 -0.6893
N -3.6833 -3.9946 3.5967 -0.7702
H -2.7535 -2.7818 1.2509 0.2439
H -1.7835 -4.1729 1.7496 0.3770
H -1.1266 -2.5393 1.8797 -0.2948
H -1.7937 -3.2781 4.1508 -0.0173
H -3.9977 -1.4476 3.1721 -0.0262
H -2.3205 -0.8818 3.5286 0.3654
H -3.9287 -0.2934 6.5948 0.2717
H -4.8909 -0.2425 5.1374 0.2681
H -3.2219 0.4227 5.1243 0.2500
H -3.3313 -4.9066 3.3321 0.2584
H -4.4212 -3.7591 2.9424 0.2700
C 2.6400 3.5406 0.3520 -1.3192
C 1.3473 4.2916 0.6166 1.0763
C 1.5413 5.7693 0.8453 -1.0563
O 2.3799 6.0378 1.9536 -0.3439
C 3.5166 6.7931 1.6227 -0.6729
N 0.4883 4.1507 -0.5789 -0.5894
H 3.2064 3.4012 1.2717 0.3185
H 3.2402 4.1596 -0.3236 0.3217
H 2.4891 2.6009 -0.1737 0.2078
H 0.7667 3.9246 1.4714 0.0299
H 0.5578 6.2161 1.0666 0.3288
H 1.8711 6.3315 -0.0368 0.5090
H 4.1401 6.2063 0.9339 0.2921
H 4.0845 7.0402 2.5159 0.2456
H 3.2858 7.7393 1.1149 0.2878
H 0.3011 3.1784 -0.7854 0.0439
H -0.4108 4.6084 -0.4867 0.2488
O -1.2076 4.2503 -3.3843 -0.6565
H -1.3234 3.2961 -3.3660 0.3280
H -1.9392 4.5799 -2.8553 0.3114
O 4.0954 0.3032 -0.7134 -0.6243
H 3.2748 0.0960 -1.1762 0.3307
H 4.7321 -0.3270 -1.0606 0.2813
O -3.4588 2.4921 -1.7346 -0.6234
H -3.0369 1.6968 -1.3796 0.3091
H -4.3212 2.5242 -1.3105 0.2810
O -1.0432 2.2562 2.5176 -0.7125
H -1.2928 2.9008 1.8482 0.2789
H -0.6416 1.5417 2.0048 0.3446
O 0.8907 0.5320 -4.6286 -0.6947
H 0.1777 0.3969 -5.2759 0.3769
H 0.4494 0.9179 -3.8607 0.0492
O -5.2723 -0.4880 0.6182 -0.6263
H -4.5025 -0.0167 0.9545 0.3119
H -5.8114 -0.6720 1.3926 0.2932


111
Properties=species:S:1:pos:R:3:mulliken_charge:R:1 method="wB97M-V/def2-TZVPD" charge=+1 homo_lumo_gap_ev=6.66 e_lumo_ev=-4.71
C 0.0507 -2.1783 2.2641 -0.9780
C -1.0040 -2.6092 1.2497 -0.9515
C -1.6622 -1.4105 0.5903 0.1319
Cl -3.0880 -1.9399 -0.3258 -0.0100
C -0.7658 -0.6680 -0.3735 -1.6704
N -0.0516 -1.3779 -1.1397 0.8563
C 0.9148 -0.7129 -2.0701 1.9080
C 0.8220 -1.3957 -3.4285 -1.5176
C -0.5389 -1.8556 -3.8930 -0.3011
O -0.7549 -1.9858 -5.0674 -0.4412
C 2.2631 -1.0775 -1.3661 -0.2901
C 3.4515 -1.2704 -2.2788 -0.1160
O 3.6918 -2.2953 -2.8392 -0.5693
O 4.3042 -0.1972 -2.3980 -0.2487
C 5.3068 -0.2286 -1.3836 0.8280
C 5.3769 0.9998 -0.5462 -1.0172
O 5.9720 -1.2029 -1.2487 -0.5749
C 0.3311 0.7331 -1.9863 -0.8810
I 1.8772 2.2273 -2.1346 0.3604
P -0.7539 1.2862 -3.4499 0.5187
N -0.9044 2.8202 -3.6325 -0.7310
C -0.4928 0.8139 -0.5928 -1.1802
I 0.7761 1.5116 1.0078 0.3467
N -1.6476 1.7380 -0.8537 1.5966
C -2.9673 1.2479 -0.5784 -0.2009
O -3.4631 1.0571 0.4763 -0.4304
F -3.6231 1.0618 -1.7026 -0.2477
C -1.4815 3.0569 -0.2916 0.2547
O -0.8744 3.9255 -0.7915 -0.3360
F -2.1110 3.1922 0.8673 -0.2182
H 0.4014 -1.1670 2.0961 0.1785
H -0.3407 -2.2192 3.2717 0.4637
H 0.9183 -2.8241 2.2186 0.2037
H -1.7878 -3.1273 1.7814 0.7518
H -0.5836 -3.3034 0.5274 0.2940
H -1.9738 -0.7293 1.3699 0.6868
H -0.0440 -2.3965 -1.1479 0.6799
H 1.4433 -2.2873 -3.4196 0.6623
H 1.2541 -0.7616 -4.1900 0.7472
H -1.3138 -2.1164 -3.1530 0.2209
H 2.5018 -0.4000 -0.5558 0.5057
H 2.0893 -2.0518 -0.9254 0.2185
H 4.9185 0.7754 0.4110 0.1790
H 4.8055 1.7890 -1.0063 0.2083
H 6.3947 1.3360 -0.4290 0.5185
H -1.9305 0.5361 -3.2580 0.0207
H -0.1408 0.6786 -4.5494 0.1638
H -1.8885 3.0737 -3.5312 0.1857
O 8.8882 -0.5254 0.0198 -0.5911
H 8.0593 -0.6218 -0.4615 0.3274
H 9.5290 -0.2709 -0.6515 0.3009
O -3.6254 4.3605 -3.4315 -0.6188
H -3.6795 5.3208 -3.4345 0.2840
H -4.4352 4.0728 -2.9885 0.3143
O 9.6035 0.9845 2.5195 -0.6178
H 9.6590 0.1995 1.9594 0.3130
H 8.9718 0.7472 3.2035 0.2944
O 1.6740 -4.3287 -1.6920 -0.6016
H 0.9349 -4.4699 -2.2938 0.3152
H 2.3657 -3.8989 -2.2173 0.3477
O -4.9226 -4.6282 -0.9901 -0.5669
H -4.8610 -3.6695 -0.9658 0.2394
H -5.8007 -4.8133 -0.6258 0.3501
O -5.6457 -0.0103 2.5687 -0.6115
H -5.6269 0.6597 3.2643 0.3306
H -5.1588 0.3764 1.8349 0.3235
O -1.0821 -5.1449 2.8789 -0.5817
H -0.8707 -5.8507 2.2587 0.2997
H -1.7839 -5.5173 3.4236 0.2885
O 3.5435 -2.4825 1.4780 -0.5048
H 3.3150 -3.4149 1.3870 0.2893
H 4.3502 -2.4919 2.0053 0.2463
O -7.2591 1.0602 4.8767 -0.6118
H -8.1565 1.4086 4.9557 0.3498
H -7.3767 0.1059 4.8404 0.2815
O -10.3360 1.4156 5.1372 -0.6458
H -11.2166 1.7932 5.2121 0.3008
H -10.4808 0.4588 5.1519 0.3423
O 1.8472 -0.4920 3.8759 -0.6114
H 2.5741 -1.1051 3.7093 0.3239
H 2.2374 0.2096 4.4103 0.2665
O 6.4071 3.6373 0.1390 -0.5680
H 5.8000 4.3398 0.4010 0.3049
H 7.2608 4.0848 0.0831 0.2789
O 0.8061 -1.9569 6.4868 -0.6177
H 0.8223 -1.2888 7.1785 0.3037
H 1.2593 -1.5572 5.7354 0.3537
O -3.7378 -2.9609 -3.4851 -0.4837
H -4.4815 -3.0711 -4.0898 0.2956
H -3.0610 -2.5596 -4.0385 0.2066
O -7.3813 -4.0864 0.4680 -0.6137
H -7.3419 -3.1289 0.5664 0.3040
H -8.2506 -4.3308 0.7999 0.2939
O 5.4525 6.4215 -0.0460 -0.6046
H 5.6948 7.1714 -0.6044 0.3046
H 4.7395 6.7574 0.5063 0.2863
O -3.1477 -3.7614 -6.7824 -0.6296
H -2.4490 -4.4104 -6.9103 0.3159
H -2.7469 -3.0920 -6.2191 0.3260
O 9.3628 4.5624 -0.8741 -0.6230
H 10.0635 3.9084 -0.9615 0.3031
H 9.7839 5.3014 -0.4236 0.3139
O -10.6574 -1.2853 6.1531 -0.6454
H -10.9198 -2.2081 6.0787 0.3121
H -9.9206 -1.2826 6.7733 0.3244
O 7.5477 8.5706 -1.3613 -0.6267
H 8.2503 7.9219 -1.4717 0.3156
H 7.9734 9.3194 -0.9320 0.3206
O -5.4440 3.7095 -1.0254 -0.5945
H -5.3809 4.6095 -0.6861 0.3278
H -5.2153 3.1573 -0.2708 0.2700